Record 1
Formula: C13H13BS
Source: OMol25
Level of theory: ωB97M-V/def2-TZVPD

XYZ file:
```
28
Properties=species:S:1:pos:R:3:forces:R:3:mulliken_spin:R:1
B 0.0161 -1.3405 -0.8322 0.375 -0.885 -0.546 0.75
C -3.1383 0.5347 -3.2022 0.495 0.009 -2.925 0.13
C 2.0132 2.1739 2.9971 0.086 -0.097 0.233 -0.02
C -3.2609 0.2446 -1.8903 -1.970 -0.794 1.774 -0.07
C -1.9068 0.3224 -3.8845 0.582 -1.746 6.036 -0.08
C 2.6628 1.5847 1.9325 3.258 1.194 0.627 0.08
C 0.6894 1.7714 3.1197 -1.334 1.157 2.481 0.04
C -2.2888 -0.3835 -1.1334 0.557 0.381 0.378 0.14
C -0.8536 -0.2730 -3.0859 -0.200 1.130 -0.849 0.14
C 2.0489 0.7734 1.0192 -0.487 -1.837 0.714 -0.08
C -0.0137 0.8644 2.3429 2.771 -0.390 -1.360 -0.06
C -1.0048 -0.6306 -1.6638 -0.561 0.006 -2.280 -0.08
C 0.8029 0.3041 1.3627 -0.939 1.461 0.141 0.94
C 1.7899 -2.7836 0.9845 -0.755 -2.885 -1.300 0.12
S 0.9231 -2.8119 -0.6674 -0.461 1.125 0.228 0.00
H -4.0289 0.7851 -3.8004 0.516 0.420 0.484 0.01
H 2.5723 2.8457 3.7277 -1.142 -1.082 -1.052 0.00
H -4.2614 0.3942 -1.4188 0.901 -0.089 -0.361 0.00
H -1.6873 0.7525 -4.7757 0.425 0.654 -2.844 -0.01
H 3.7973 1.6657 1.9107 -1.510 0.229 -0.407 0.01
H 0.1253 2.1076 3.9990 0.203 0.303 -0.278 0.01
H -2.5335 -0.6408 -0.0974 0.250 0.102 -0.342 0.01
H 0.1343 -0.3477 -3.6292 -1.048 -0.183 1.030 0.00
H 2.6795 0.2238 0.3579 0.176 -0.137 -0.877 0.01
H -1.0088 0.5845 2.5342 -0.994 -0.308 0.295 0.01
H 2.6242 -3.4585 0.7420 0.218 0.715 0.523 0.00
H 1.1192 -3.3897 1.5947 0.065 0.220 0.249 0.00
H 1.9885 -1.8728 1.4563 0.522 1.327 0.226 -0.02
```
Positions in Å, forces in eV/Å.

Output
* HOMO (alpha / beta): -5.8 / -9.1 eV
* 2S+1: 3
* electronic energy: -25197.7822 eV
* M: 212.13 g mol⁻¹
* LUMO energy (alpha / beta): 0.5 / -1.1 eV
* total charge: 0
* maximum force: 6.31 eV/A
* orbital gap (alpha / beta): 6.3 / 8.0 eV

---

Record 2
Formula: C13H13BrN4OS
Source: OMol25
Level of theory: ωB97M-V/def2-TZVPD

XYZ file:
```
33
Properties=species:S:1:pos:R:3:forces:R:3:lowdin_charge:R:1
O 2.8381 1.6574 -1.5327 3.234 5.446 -6.118 0.13
C 2.6689 0.7968 -0.7944 -3.565 -1.930 3.725 -0.65
N 1.5222 0.9525 -0.1057 -4.130 -1.439 2.828 -0.01
C 1.0234 -0.0376 0.9768 -7.757 3.784 -8.294 0.00
H 1.0125 0.3731 1.7969 0.517 4.337 8.549 0.03
C -0.4932 -0.6252 0.7974 1.678 2.240 4.470 -0.07
N -1.4368 0.4458 0.7098 1.780 4.555 -2.058 -0.10
C -2.6601 0.3506 0.1608 -0.275 -4.088 1.470 -0.24
N -3.5024 1.4011 -0.0428 8.709 -0.541 1.261 0.15
C -4.6752 1.0707 -0.1965 -4.833 11.956 -1.088 -0.37
C -5.2616 0.0148 -0.1804 -3.945 -13.973 -0.499 -0.67
C -4.3986 -1.1089 -0.0522 4.335 -2.072 1.606 -0.14
N -3.0033 -1.1395 0.1750 -4.313 6.408 -1.555 0.15
H -4.5707 -2.1577 0.0939 -1.899 -0.319 -0.562 0.09
Br -7.0433 -0.5661 -0.6682 0.487 0.977 0.395 0.71
H -5.4246 1.9371 -0.2483 1.088 -0.427 -0.347 0.15
C -0.7500 1.7395 0.5441 -1.765 5.791 1.325 -0.14
H -1.5943 2.5202 0.1962 1.885 -1.930 0.346 0.13
C 0.5321 2.0304 -0.4934 -3.432 -6.857 0.334 -0.03
H 0.9098 2.9366 -0.2528 0.901 3.064 -0.027 0.07
H 0.0703 1.7759 -1.5613 1.458 1.205 2.043 0.17
H -0.6242 2.3226 1.6558 0.461 -2.049 -2.716 0.17
H -0.4504 -1.0626 -0.0885 -0.368 -3.279 -3.402 0.07
H -0.8464 -1.0930 1.7641 1.123 -0.904 -1.477 0.15
H 1.6683 -0.6628 0.8434 6.659 -7.930 -0.402 0.00
C 3.5026 -0.3172 -0.5419 0.206 -4.694 0.137 -0.37
C 3.1890 -1.8609 -0.6870 -0.640 11.730 0.451 0.00
C 4.3645 -2.3055 -0.5068 -4.329 -16.239 -3.170 -0.41
C 5.3411 -1.7576 -0.0587 11.575 6.348 3.286 -0.44
S 5.1129 -0.0780 -0.0819 -1.268 0.504 -0.053 1.14
H 6.4259 -1.9475 -0.0048 -0.990 -0.904 0.230 0.09
H 4.3024 -3.5650 -0.6751 1.013 3.100 0.528 0.20
H 2.2511 -2.0401 -0.9408 -3.600 -1.869 -1.214 0.07
```
Positions in Å, forces in eV/Å.

Output
* HOMO: -8.7 eV
* 2S+1: 1
* electronic energy: -102566.1721 eV
* M: 353.24 g mol⁻¹
* LUMO energy: 0.2 eV
* total charge: 0
* maximum force: 17.10 eV/A
* orbital gap: 8.9 eV

---

Record 3
Formula: C13H13ClN2O2Pd
Source: OMol25
Level of theory: ωB97M-V/def2-TZVPD

XYZ file:
```
32
Properties=species:S:1:pos:R:3:forces:R:3:mulliken_spin:R:1
Cl -1.6912 -2.4273 0.1140 0.981 0.252 0.255 0.29
C 1.7887 -2.2833 -2.2042 -0.393 0.006 -0.365 0.29
C 2.4842 -1.1223 -1.8143 -0.326 1.543 -0.331 0.19
C 1.6491 0.0253 -2.1050 0.294 -0.841 -0.485 0.38
H 3.5129 -1.0445 -1.5186 0.253 -0.168 -0.063 0.01
C 0.3494 -0.4940 -2.5423 0.568 -1.657 -0.110 0.17
C 0.4782 -1.9298 -2.5924 -1.282 1.544 -0.512 0.25
H -0.3407 -2.5774 -2.9605 0.818 0.304 0.429 0.00
H 2.2107 -3.2606 -2.2975 0.166 -0.436 0.232 0.01
H 1.9684 1.0743 -2.1919 -0.130 -0.605 0.198 0.02
C -0.8337 0.3319 -2.9190 0.309 -0.226 0.254 0.01
Pd 0.9759 -0.5035 -0.0420 -0.316 -0.353 -0.738 0.82
C 2.5730 0.2701 0.7518 3.488 1.593 2.596 0.09
C 0.1646 -2.2935 0.6968 -0.137 -3.583 2.185 0.23
O 3.4845 0.6891 1.3067 -2.174 -1.007 -1.530 0.01
O 0.5842 -3.1399 1.4332 -1.044 3.068 -2.436 0.15
H -0.6777 1.3168 -2.4718 -0.314 0.120 -0.341 -0.01
H -1.7310 -0.1475 -2.5106 -0.021 0.197 -0.247 0.01
H -0.9421 0.4306 -4.0105 0.039 0.000 0.350 0.02
N 0.4020 0.0487 3.1032 -1.268 0.407 -1.783 0.37
C -0.4892 0.8545 2.4705 1.427 -1.025 0.529 0.10
C -1.3455 1.7103 3.2112 -0.217 -0.037 -0.437 0.18
C -2.3370 2.3706 2.5092 0.606 -0.369 0.139 -0.05
C -2.4368 2.1642 1.1340 -0.692 0.633 0.166 0.24
C -1.5322 1.3350 0.4693 1.630 -1.029 -0.028 0.11
N -0.5179 0.7507 1.1174 -1.627 0.071 -0.825 0.11
H 0.7887 -0.7346 2.5399 -0.011 0.726 0.805 -0.02
H 0.4653 0.0480 4.1035 0.135 -0.148 0.495 -0.02
H -1.2011 1.7328 4.2792 -0.253 0.322 0.187 0.00
H -3.0038 3.0121 3.0359 -0.493 0.404 0.162 0.00
H -3.1890 2.6553 0.5262 -0.098 0.015 0.258 0.00
H -1.6109 1.1380 -0.6214 0.080 0.279 0.990 0.03
```
Positions in Å, forces in eV/Å.

Output
* HOMO (alpha / beta): -14.9 / -15.8 eV
* 2S+1: 5
* electronic energy: -36748.4113 eV
* M: 371.13 g mol⁻¹
* LUMO energy (alpha / beta): -7.4 / -11.0 eV
* total charge: +2
* maximum force: 4.63 eV/A
* orbital gap (alpha / beta): 7.6 / 4.8 eV

---

Record 4
Formula: C13H13F3N2O2S
Source: OMol25
Level of theory: ωB97M-V/def2-TZVPD

XYZ file:
```
34
Properties=species:S:1:pos:R:3:forces:R:3:lowdin_charge:R:1
O -3.8539 -1.5355 0.3310 -0.409 0.128 -0.106 -0.05
C -2.5309 -1.9521 0.5859 0.444 -0.148 0.040 -0.19
C -1.5474 -1.4253 -0.4099 -0.100 -0.659 0.088 -0.20
C -0.6303 -2.0923 -1.1490 -0.333 -0.089 0.357 -0.03
N 0.0255 -1.1718 -1.9303 -0.297 0.147 0.274 0.08
C -0.4717 0.0694 -1.6874 0.035 0.162 -0.308 -0.82
S -0.0087 1.4718 -2.4148 0.248 0.562 -0.622 0.64
N -1.4540 -0.0865 -0.7480 0.408 -0.401 -0.375 -0.03
C -2.1547 1.0206 -0.1589 -0.143 0.447 0.248 -0.11
C -1.8437 1.1729 1.3524 -0.245 -0.027 -0.169 -0.15
O -0.6491 0.5192 1.7241 0.114 -0.018 0.230 -0.05
C 0.5175 0.9064 1.1280 0.483 -0.028 -0.155 -0.27
C 0.8111 2.2055 0.7256 -0.194 -0.120 0.273 -0.03
C 2.0254 2.4887 0.1275 0.109 -0.091 0.046 -0.08
C 2.9536 1.4904 -0.1054 0.016 -0.091 0.058 -0.02
C 2.6579 0.1971 0.3015 -0.021 0.026 0.030 -0.12
C 3.5814 -0.9413 -0.0139 0.082 -0.252 -0.074 -0.58
F 4.8172 -0.5612 -0.3531 0.090 0.271 -0.023 0.14
F 3.7115 -1.8109 1.0021 -0.105 0.021 0.223 0.14
F 3.1142 -1.6731 -1.0560 -0.134 -0.015 -0.154 0.12
C 1.4589 -0.0995 0.9274 -0.085 0.194 0.035 0.05
H -4.1391 -1.8888 -0.5193 0.050 0.004 0.031 0.10
H -2.2923 -1.5795 1.5860 -0.006 -0.094 -0.080 0.12
H -2.4549 -3.0475 0.5981 0.085 0.148 0.073 0.13
H -0.3909 -3.1346 -1.1758 -0.016 -0.222 0.031 0.12
H 0.8013 -1.3503 -2.5456 -0.063 0.177 0.032 0.15
H -3.2323 0.8926 -0.2861 0.120 0.043 -0.014 0.13
H -1.8231 1.9018 -0.7177 -0.096 -0.179 0.083 0.07
H -1.8283 2.2354 1.6190 -0.027 -0.099 0.004 0.12
H -2.6153 0.6817 1.9486 0.062 0.119 -0.043 0.12
H 0.0943 2.9993 0.8636 -0.101 0.067 0.014 0.12
H 2.2371 3.4979 -0.1877 0.001 0.106 -0.040 0.11
H 3.8848 1.7053 -0.6042 0.079 0.020 -0.032 0.12
H 1.2290 -1.1057 1.2424 -0.052 -0.110 0.024 0.14
```
Positions in Å, forces in eV/Å.

Output
* HOMO: -7.5 eV
* 2S+1: 1
* SMILES: OCc1c[nH]c(=S)n1CCOc1cccc(C(F)(F)F)c1
* electronic energy: -39755.4674 eV
* M: 318.32 g mol⁻¹
* LUMO energy: 0.5 eV
* total charge: 0
* maximum force: 0.87 eV/A
* orbital gap: 8.0 eV